Record 1
This record from the Open Molecules 2025 dataset describes a structure of composition C32H58N7SSbSeV. The level of theory is ωB97M-V/def2-TZVPD.

Structure (XYZ):
```
101
Properties=species:S:1:pos:R:3:lowdin_charge:R:1
V 1.1724 -0.8818 -1.0000 0.1086
C -0.0802 2.1128 4.9212 -0.0899
C 1.0119 3.0216 4.3660 -0.2315
C 1.8237 2.4200 3.2187 -0.1826
C 1.1750 2.4871 1.8423 -0.1486
N -0.0801 1.7447 1.7388 -0.0017
C -0.1992 0.4120 1.6483 -0.5899
Se 1.2715 -0.7694 1.4737 0.7473
N -1.4982 0.0783 1.5984 0.0062
C -2.0650 -1.2690 1.6754 -0.1413
C -2.6470 -1.5591 3.0538 -0.1667
C -1.6085 -1.6036 4.1709 -0.2413
C -0.6772 -2.8046 4.0837 -0.1028
C -2.2529 1.2478 1.6210 -0.1498
C -3.6262 1.4602 1.5442 0.0063
C -4.0504 2.7744 1.5664 -0.0504
C -3.1451 3.8378 1.6776 -0.0507
C -1.7829 3.6289 1.7598 0.0019
C -1.3510 2.3068 1.7134 -0.1814
H -0.4893 2.5244 5.8433 0.0835
H 0.3223 1.1244 5.1566 0.0752
H -0.9183 1.9783 4.2354 0.0550
H 1.7038 3.2590 5.1757 0.1132
H 0.5891 3.9826 4.0544 0.1093
H 2.0759 1.3798 3.4444 0.0881
H 2.7756 2.9497 3.1240 0.1213
H 1.8425 2.0930 1.0754 0.0824
H 0.9354 3.5172 1.5778 0.1239
H -1.2626 -1.9602 1.4209 0.0863
H -2.8200 -1.3403 0.8909 0.1059
H -3.1582 -2.5237 2.9898 0.1259
H -3.4196 -0.8216 3.2817 0.1104
H -2.1328 -1.6200 5.1278 0.1185
H -1.0319 -0.6715 4.1728 0.0837
H -1.2482 -3.7350 4.0730 0.0821
H -0.0055 -2.8459 4.9405 0.0802
H -0.0549 -2.7813 3.1861 0.0169
H -4.3311 0.6428 1.4793 0.1190
H -5.1082 2.9918 1.5094 0.1175
H -3.5286 4.8485 1.7088 0.1186
H -1.0968 4.4588 1.8566 0.1198
C -4.0698 -2.4529 -1.8430 -0.1450
C -3.3674 -1.1273 -2.0528 -0.1671
N -1.9627 -1.3091 -1.7140 0.0696
C -1.2549 -2.4358 -2.0239 -0.3530
N 0.0583 -2.3976 -1.8373 -0.0719
C 0.8274 -3.6137 -2.1222 -0.2197
C 0.1970 -4.4154 -3.2452 -0.1421
C -1.2294 -4.7328 -2.8584 -0.1268
N -1.9278 -3.5082 -2.4612 -0.0162
C -3.3771 -3.5075 -2.6778 -0.1245
H -5.1175 -2.3854 -2.1320 0.1305
H -4.0316 -2.7264 -0.7861 0.1176
H -3.7742 -0.3529 -1.4006 0.1175
H -3.4849 -0.7873 -3.0877 0.1287
H -1.3924 -0.4854 -1.6019 0.0440
H 0.9058 -4.2315 -1.2195 0.1263
H 1.8378 -3.3061 -2.4004 0.0890
H 0.7486 -5.3375 -3.4232 0.1293
H 0.2173 -3.8320 -4.1684 0.1295
H -1.2653 -5.4503 -2.0330 0.1386
H -1.7799 -5.1665 -3.6933 0.1337
H -3.7395 -4.5035 -2.4223 0.1356
H -3.5743 -3.3513 -3.7435 0.1400
C -1.1930 4.1263 -2.5556 -0.1631
C -1.3202 2.7191 -1.9878 -0.4015
Sb 0.4120 1.4906 -2.2674 1.4061
C 1.9892 2.8653 -2.6629 -0.4179
C 2.5584 3.5506 -1.4322 -0.1818
C 0.1133 0.7299 -4.2528 -0.4141
C -0.3484 1.7309 -5.2998 -0.1693
H -2.1160 4.6878 -2.4057 0.0817
H -0.9811 4.1200 -3.6248 0.0621
H -0.3908 4.6808 -2.0655 0.0648
H -2.1412 2.1722 -2.4615 0.0527
H -1.5474 2.7557 -0.9221 0.0194
H 1.6153 3.5919 -3.3863 0.0567
H 2.7539 2.2721 -3.1669 0.0498
H 1.7973 4.1124 -0.8857 0.0588
H 3.3481 4.2526 -1.7019 0.0828
H 2.9887 2.8201 -0.7427 0.0432
H -0.5922 -0.1009 -4.1621 0.0362
H 1.0692 0.2823 -4.5391 0.0566
H -1.3228 2.1568 -5.0546 0.0644
H -0.4414 1.2502 -6.2745 0.0793
H 0.3560 2.5562 -5.4135 0.0697
C 3.9100 -3.2943 0.1323 -0.0246
N 4.5405 -2.0212 0.3929 -0.1409
C 5.3870 -1.8214 1.5739 -0.0757
C 5.8973 -0.3796 1.4055 -0.0910
N 5.1196 0.0820 0.2560 0.0461
C 4.4053 -0.9004 -0.2972 -0.7514
S 3.4950 -0.6501 -1.7418 0.6436
H 3.1055 -3.4818 0.8484 0.0934
H 4.6530 -4.0865 0.2210 0.1084
H 3.5168 -3.2900 -0.8810 0.0533
H 6.1931 -2.5545 1.5759 0.1344
H 4.7939 -1.9501 2.4814 0.1308
H 6.9652 -0.3399 1.1942 0.1291
H 5.6872 0.2316 2.2809 0.1234
H 5.2509 0.9537 -0.2272 0.1423
```

For the max |F|, the calculation gives 0.43 eV/Å. The value obtained for the HOMO-LUMO gap (spin up / spin down) is 8.01 / 7.46 eV. As for the spin multiplicity: 2. The net charge is +2. The expectation value of S² is 0.763. The calculation puts the relative energy (zero: lowest compared OMol25 entry of this formula, charge and spin) at 0.0 kcal/mol. The value obtained for the HOMO energy (spin up / spin down) is -12.677 / -12.116 eV.

***

Record 2
This record from the Open Molecules 2025 dataset describes a cluster of 6 separate species, C32H59B2NO14PS in total in a non-equilibrium geometry. The level of theory is ωB97M-V/def2-TZVPD.

Structure (XYZ):
```
110
Properties=species:S:1:pos:R:3:lowdin_charge:R:1
C 4.5726 3.5209 -1.3092 0.1502
C 3.5933 2.9575 -1.6913 -0.1420
C 2.3835 2.2919 -2.1190 -0.1604
C 2.0701 1.0702 -1.2942 -0.1426
C 1.0217 1.0902 -0.4079 0.0624
B 0.1320 2.4065 -0.2532 -0.6630
O 0.3329 3.1881 0.8271 0.2127
O -0.8222 2.7812 -1.1589 0.1970
C 0.7365 -0.0570 0.3441 -0.0771
C -0.3672 -0.1894 1.3457 -0.2969
C -0.2362 0.7415 2.5767 -0.0081
C -1.7655 -0.0963 0.6686 -0.1863
C -2.6455 -1.2462 1.1532 -0.0839
C 1.5054 -1.1883 0.1094 0.0632
C 2.5326 -1.2013 -0.7875 -0.0797
B 3.2776 -2.6233 -0.9802 -0.6870
O 2.4765 -3.6840 -1.2744 0.2060
O 4.6002 -2.8536 -0.9025 0.1580
N 2.8320 -0.0487 -1.4620 -0.0947
P 4.2601 -0.1505 -2.5265 0.5444
S 5.8540 0.0384 -1.4364 0.3106
H 5.3936 3.8747 -0.7398 0.0465
H 1.5812 3.0240 -2.0887 0.1203
H 2.4405 1.9784 -3.1592 0.0976
H -0.2773 3.9380 0.8265 0.1369
H -0.6892 2.4207 -2.0413 0.1170
H -0.3081 -1.1978 1.7427 0.1114
H 0.7631 1.1442 2.6959 0.0912
H -0.5969 0.2325 3.4635 0.0815
H -0.8831 1.5979 2.4266 0.0735
H -1.6297 -0.2604 -0.4003 0.1167
H -2.2337 0.8624 0.8665 0.1121
H -2.1034 -2.1886 1.1231 0.0762
H -3.5114 -1.3869 0.5151 0.0618
H -2.9362 -1.1226 2.1911 0.0769
H 1.2903 -2.0976 0.6495 0.1409
H 1.6528 -3.4232 -1.6998 0.1172
H 5.0855 -2.2528 -0.3226 0.0688
H 4.1727 -1.3508 -3.2495 0.0250
H 4.2151 0.8893 -3.4584 0.0048
O 2.4394 4.0740 -4.4338 0.0945
C 3.0170 3.8268 -5.4607 -0.5100
O 3.4971 2.5842 -5.6454 -0.0177
C 4.0645 2.1431 -6.8934 -0.2226
C 5.5156 2.5474 -7.0304 -0.0575
C 3.2868 4.8968 -6.4880 0.0220
H 3.4548 2.4877 -7.7293 0.1161
H 3.9855 1.0578 -6.8717 0.1150
H 5.6323 3.6318 -7.0343 0.0699
H 5.9305 2.1538 -7.9582 0.0896
H 6.0930 2.1562 -6.1957 0.0700
H 4.1575 5.4693 -6.1721 0.1034
H 2.4240 5.5573 -6.5255 0.0957
H 3.4526 4.5199 -7.4933 0.0724
O 5.8605 -0.2023 -5.0550 0.0316
C 6.6594 -1.0986 -5.2251 -0.5096
O 7.4269 -1.0456 -6.3107 0.0163
C 8.5164 -1.9485 -6.5624 -0.2169
C 8.0439 -3.2385 -7.1985 -0.0583
C 6.7519 -2.2875 -4.3009 0.0093
H 9.0926 -2.1156 -5.6522 0.1174
H 9.1679 -1.4161 -7.2516 0.1265
H 7.3680 -3.7890 -6.5438 0.0688
H 8.8942 -3.8790 -7.4298 0.0874
H 7.5028 -3.0276 -8.1206 0.0862
H 5.9688 -2.9986 -4.5662 0.1042
H 6.5981 -1.9457 -3.2784 0.0320
H 7.7117 -2.7946 -4.3254 0.0787
O -3.0361 -3.2646 3.6713 0.0858
C -2.3341 -3.3256 4.6482 -0.5305
O -2.8970 -3.2731 5.8555 0.0138
C -2.1764 -3.4801 7.0790 -0.2201
C -1.4929 -2.2127 7.5472 -0.0562
C -0.8258 -3.3768 4.5282 0.0144
H -1.4881 -4.3221 6.9810 0.1122
H -2.9327 -3.7781 7.8023 0.1242
H -0.7416 -1.8729 6.8318 0.0691
H -1.0009 -2.3801 8.5064 0.0865
H -2.2245 -1.4083 7.6559 0.0486
H -0.4544 -2.3645 4.3683 0.0787
H -0.5746 -3.9911 3.6656 0.0881
H -0.3228 -3.8063 5.3903 0.0702
O -3.3391 0.3796 7.7754 0.0855
C -4.5280 0.5457 7.8716 -0.5177
O -5.3471 -0.4186 7.4308 0.0063
C -6.7665 -0.4026 7.6267 -0.2282
C -7.4737 0.4145 6.5658 -0.0602
C -5.1036 1.8367 8.4028 0.0164
H -7.0110 -0.0755 8.6382 0.1144
H -7.0731 -1.4440 7.5516 0.1240
H -7.1729 1.4619 6.5957 0.0682
H -8.5534 0.3638 6.7044 0.0850
H -7.2297 0.0345 5.5739 0.0835
H -5.1034 2.5740 7.6015 0.0976
H -4.4633 2.1889 9.2077 0.0927
H -6.1098 1.7457 8.8035 0.0706
O -9.8915 1.1482 0.3782 0.1163
C -8.8580 0.7412 -0.0684 -0.5264
O -7.8588 0.4269 0.7845 -0.0021
C -6.6476 -0.2067 0.3771 -0.2380
C -5.6329 0.7954 -0.1369 -0.0624
C -8.6236 0.6420 -1.5591 0.0112
H -6.8481 -1.0024 -0.3424 0.1153
H -6.2622 -0.6880 1.2750 0.1225
H -5.9906 1.3175 -1.0246 0.0702
H -4.6972 0.2957 -0.3872 0.0555
H -5.4344 1.5526 0.6224 0.0872
H -8.3540 1.6276 -1.9358 0.0957
H -9.5523 0.3266 -2.0274 0.0924
H -7.8558 -0.0730 -1.8463 0.0662
```

For the max |F|, the calculation gives 2.70 eV/Å. The value obtained for the HOMO-LUMO gap is 7.69 eV. The net charge is +1. The value obtained for the HOMO energy is -11.474 eV.